{"formula": "C7H11NO3S", "method": "ωB97M-V/def2-TZVPD", "species": ["C", "C", "C", "C", "C", "C", "C", "N", "O", "O", "O", "S", "H", "H", "H", "H", "H", "H", "H", "H", "H", "H", "H"], "positions_angstrom": [[-0.2114, -0.8740, 2.0138], [-0.8093, 0.0908, 1.0678], [1.9456, -0.2063, -0.3695], [1.5989, 0.9052, -0.7113], [0.5813, -0.4794, 3.0216], [-1.3773, -0.2596, -0.1227], [1.3465, 2.3247, -1.0805], [-1.9383, 0.6860, -0.9755], [-2.1878, -2.1417, -1.8455], [0.0488, -1.3991, -2.0854], [-0.5446, -2.8586, -0.2045], [-1.0872, -1.8164, -1.0309], [-0.3594, -1.8772, 1.8337], [-0.7947, 1.2016, 1.3647], [2.2174, -1.2514, -0.2425], [0.7988, -1.1736, 3.7046], [1.0649, 0.4762, 3.0706], [1.5902, 2.9686, -0.2760], [0.1976, 2.3672, -1.3549], [1.9785, 2.6705, -1.8629], [-2.3406, 0.2026, -1.7649], [-2.4916, 1.3164, -0.5285], [0.7735, -0.8724, -1.6214]], "nbo_charge": [-0.211, -0.244, -0.338, 0.052, -0.369, -0.113, -0.698, -0.817, -0.929, -0.905, -0.931, 2.350, 0.230, 0.220, 0.276, 0.188, 0.190, 0.241, 0.258, 0.245, 0.402, 0.382, 0.522], "smiles": "C=C/C=C(/N)S(=O)(=O)O.C#CC", "e_above_lowest_kj_mol": 517.88}